Molecular formula: C18H40Cl2N3O7PS
Method: DFT, ωB97M-V/def2-TZVPD

HOMO energy = -8.6 eV
Multiplicity = 1
Structure (SMILES) = C[C@@H](Cl)[C@@H](Cl)[C@@]1(CCCO)OS(=O)(=O)O[C@H]1CCCCO.CN(C)P(=O)(N(C)C)N(C)C
Energy = -3060.64799 a.u.
Kohn-Sham gap = 8.51 eV

XYZ file:
```
72
Properties=species:S:1:pos:R:3:forces:R:3:lowdin_charge:R:1
C 0.2457 -2.2528 0.7198 -0.583 0.522 0.463 -0.136
C -1.0097 -2.2369 -0.1735 1.375 0.248 0.663 -0.658
Cl -2.4104 -2.0825 0.9752 -0.019 -0.252 -0.374 0.731
C -0.8621 -1.0134 -1.1091 -0.490 -0.641 0.350 -0.569
Cl 0.0895 -1.5869 -2.5306 -0.114 0.110 0.296 0.744
C -2.1724 -0.3093 -1.5092 -0.540 1.154 -0.234 -0.407
C -2.7653 0.7612 -0.5282 0.345 -0.568 1.176 -0.106
C -1.8717 1.1705 0.6607 -0.459 0.745 -0.314 -0.182
C -2.7009 1.6884 1.8604 1.142 -1.272 -0.531 -0.242
O -1.8287 1.7707 2.9852 -0.317 0.412 0.212 -0.075
O -1.7799 0.4776 -2.6701 -0.674 -0.452 -0.890 -0.209
S -2.9940 0.6666 -3.7186 0.639 0.319 0.947 0.603
O -3.3450 2.0379 -3.7180 -0.666 0.311 0.422 -0.219
O -2.6598 0.1076 -4.9716 0.108 -0.873 -0.280 -0.213
O -4.0551 -0.2165 -2.9028 0.318 0.945 -0.172 -0.171
C -3.3772 -1.1556 -1.9941 -0.038 -1.073 -2.117 -0.224
C -3.1316 -2.4190 -2.8713 -0.450 -0.547 0.316 -0.121
C -4.1790 -3.5357 -2.6546 -0.055 -0.063 0.638 -0.175
C -4.1964 -4.1597 -1.2362 -0.182 0.101 -0.805 -0.178
C -3.0125 -5.0893 -0.9224 -0.118 -0.737 0.423 -0.255
O -2.1037 -5.1928 -2.0166 0.174 0.313 -0.131 -0.086
H 1.1496 -2.0085 0.1603 -0.036 -0.345 -0.029 0.067
H 0.0950 -1.4311 1.4306 0.328 -0.064 -0.051 0.054
H 0.3246 -3.1578 1.3244 0.103 -0.084 -0.317 0.080
H -1.0560 -3.1840 -0.7085 -0.642 0.210 -0.164 0.071
H -0.1921 -0.3164 -0.6042 -0.201 0.197 -0.227 0.081
H -3.7162 0.3771 -0.1418 0.188 -0.079 0.066 0.109
H -3.0319 1.6647 -1.0791 0.156 -0.212 -0.216 0.125
H -1.2008 1.9615 0.3082 0.074 -0.108 0.278 0.107
H -1.2440 0.3721 1.0581 -0.135 -0.071 -0.189 0.069
H -3.1314 2.6642 1.6438 -0.084 -0.036 0.313 0.125
H -3.4587 0.9171 2.0550 -0.319 0.446 -0.012 0.111
H -1.5923 0.8682 3.2336 -0.021 0.203 -0.068 0.081
H -4.1719 -1.3972 -1.2926 0.509 0.375 0.562 0.132
H -2.1539 -2.8777 -2.7377 0.004 0.271 -0.045 0.068
H -3.2596 -2.1034 -3.9077 0.500 -0.027 0.045 0.114
H -5.1977 -3.1700 -2.8365 0.191 0.149 -0.097 0.118
H -4.0054 -4.3454 -3.3669 0.070 0.229 -0.097 0.113
H -4.3243 -3.3531 -0.5131 0.242 -0.214 0.198 0.060
H -5.1100 -4.7610 -1.1855 0.084 0.095 0.103 0.108
H -3.4176 -6.0945 -0.7353 0.027 0.151 0.072 0.112
H -2.4820 -4.8083 -0.0026 -0.097 0.214 -0.150 0.086
H -1.4316 -5.8552 -1.8177 -0.198 0.097 0.053 0.096
C 3.0923 2.7254 3.4342 0.426 0.332 -0.010 -0.131
N 2.8400 1.5717 2.5899 0.284 -0.548 0.332 -0.296
C 2.9016 0.3432 3.3822 -0.256 -0.407 -0.294 -0.138
P 3.3114 1.3843 0.9353 -4.605 5.343 1.873 0.715
O 2.2333 0.4087 0.5265 2.938 -2.124 -0.610 -0.310
N 2.7341 2.7155 0.0016 -0.158 -0.034 -0.311 -0.325
C 2.4674 4.0315 0.5551 0.564 0.263 0.052 -0.142
C 1.7324 2.4229 -1.0205 -0.056 -0.320 -0.034 -0.127
N 4.8519 2.1973 1.1516 0.982 -2.642 -1.683 -0.268
C 5.5127 2.5840 -0.1233 0.008 0.434 -0.260 -0.126
C 5.8479 1.3423 1.8492 -0.108 0.037 0.690 -0.130
H 4.1447 2.8377 3.7308 0.012 0.011 0.006 0.077
H 2.5070 2.6419 4.3523 -0.031 -0.230 -0.054 0.083
H 2.7696 3.6560 2.9795 0.115 -0.091 -0.149 0.048
H 3.9310 0.0233 3.5932 -0.029 0.004 0.162 0.065
H 2.4043 -0.4762 2.8606 0.053 0.067 -0.104 0.063
H 2.3903 0.4653 4.3379 -0.014 0.179 -0.038 0.079
H 1.5749 4.0352 1.1927 0.012 0.045 0.025 0.086
H 2.3046 4.7529 -0.2502 -0.081 -0.140 -0.091 0.080
H 3.3226 4.4183 1.1107 -0.039 -0.153 0.137 0.071
H 0.7355 2.2809 -0.5855 -0.002 -0.029 -0.085 0.064
H 1.9933 1.5327 -1.5870 -0.068 -0.057 0.099 0.072
H 1.6730 3.2426 -1.7400 0.107 0.137 0.153 0.084
H 5.6682 1.7229 -0.7789 0.138 0.029 -0.013 0.087
H 6.4811 3.0411 0.0867 0.018 -0.186 0.221 0.081
H 4.9440 3.3279 -0.6708 -0.238 -0.125 0.109 0.069
H 5.9619 0.3686 1.3662 0.160 0.015 -0.013 0.087
H 5.5763 1.1802 2.8919 -0.207 -0.005 -0.063 0.058
H 6.8210 1.8309 1.8690 -0.064 0.094 -0.137 0.081
```
Forces are in eV/Å.